[1]
{
  "formula": "C2H3IOS",
  "method": "wB97M-V/def2-TZVPD",
  "homo_lumo_gap_ev": 8.3,
  "fmax_ev_per_a": 4.275,
  "elements": ["O", "I", "C", "C", "H", "H", "H", "S"],
  "coordinates": [[-0.02749, 0.94716, -0.01413], [-3.51340, 0.38962, -0.00825], [-0.44137, -0.34009, -0.38351], [-1.79436, -0.87857, -0.04212], [-0.67186, 1.53508, -0.23130], [0.29238, -0.95280, 0.09982], [-0.57230, -0.50104, -1.45560], [-2.07022, -2.42837, 0.05183]],
  "atomic_forces_ev_per_a": [[2.094, -2.561, 0.788], [0.534, 0.422, -0.011], [-0.241, 0.609, 0.257], [-0.887, 0.349, 0.637], [-2.918, 2.955, -1.012], [0.292, -0.862, -0.353], [1.099, 0.223, -0.515], [0.027, -1.135, 0.208]]
}



[2]
{
  "formula": "C2H3LiO2Tl",
  "method": "wB97M-V/def2-TZVPD",
  "homo_lumo_gap_ev": [7.4, 6.2],
  "spin_multiplicity": 2,
  "fmax_ev_per_a": 11.133,
  "charge": 2,
  "s_squared": 0.77,
  "elements": ["C", "Li", "H", "C", "O", "H", "O", "Tl", "H"],
  "coordinates": [[0.31193, -0.24698, 0.10430], [-2.15073, -0.11532, 0.88205], [-0.58967, 1.76412, 0.03077], [0.32011, 1.18369, 0.27730], [-0.85282, -0.95377, -0.05938], [1.10683, -0.76740, 0.66371], [1.36759, 1.59818, -0.35849], [-0.99151, -2.68109, -0.79507], [1.47827, 0.21857, -0.74519]],
  "atomic_forces_ev_per_a": [[-1.640, -1.442, 1.902], [-1.023, 0.180, 0.490], [0.240, 0.835, 1.786], [0.465, 0.352, -4.730], [3.052, 10.087, 3.589], [0.303, -0.072, -0.281], [-0.732, -1.851, 0.847], [-0.901, -9.733, -4.233], [0.236, 1.645, 0.630]]
}



[3]
{
  "formula": "C2H3N",
  "method": "wB97M-V/def2-TZVPD",
  "homo_lumo_gap_ev": [3.9, 12.4],
  "spin_multiplicity": 2,
  "fmax_ev_per_a": 2.854,
  "charge": -1,
  "s_squared": 0.75,
  "elements": ["N", "H", "H", "C", "H", "C"],
  "coordinates": [[0.26184, -0.41018, -2.08700], [0.86670, -0.21118, 0.83516], [-0.91390, -0.44683, 0.93320], [0.04714, -0.13528, -0.96931], [-0.15787, 1.10840, 0.84296], [-0.10391, 0.09507, 0.44499]],
  "atomic_forces_ev_per_a": [[-0.489, 0.586, 2.265], [0.215, -0.523, 0.555], [-0.042, -0.355, -0.227], [0.022, -0.275, -2.841], [-0.266, 0.432, -0.752], [0.560, 0.136, 0.999]]
}



It is found that the energy above the lowest of the compared OMol25 structures with the same formula, charge and spin values, taken in the order of the records, are 1.280 2.236 0.156 eV.